DFT (ωB97M-V with the def2-TZVPD basis set) results for a 9-piece molecular cluster, C40H96Br2ClNO11PS overall at a distorted geometry.

Properties
- 2S+1 = 1
- energy (hartree) = -8811.4543
- net charge = +1
- E_HOMO (hartree) = -0.413

Positions of all 153 atoms, in Å:
C: -9.659403 3.779937 -0.354651
H: -7.979057 -5.163088 -2.760758
H: -2.885518 1.387018 -1.911211
H: -5.156421 2.310158 -1.206314
C: -8.808790 3.896544 -1.604233
H: 1.574318 3.827466 -0.462101
C: 4.605454 -0.782048 -0.764123
H: -9.857970 2.731911 -0.133402
H: -4.401078 -4.292602 0.361622
H: 8.746568 -1.472092 6.379631
C: -7.123324 -5.402207 -2.122885
H: 5.445413 -2.387165 7.459871
H: 3.879490 4.006586 -2.894710
Br: 0.744249 3.260636 2.930187
H: 7.424975 0.465559 0.901525
H: -3.982560 4.283926 -1.579466
H: -1.570938 4.850746 0.196710
H: -6.514297 3.184804 1.879711
H: 2.697409 0.196519 -2.620317
H: 5.596871 -1.193020 -0.940911
O: 6.054910 -2.402620 8.206121
H: -3.184314 -2.373031 1.096422
C: -6.802694 -6.882171 -2.197625
H: 5.305943 -4.898238 4.614530
H: 0.130025 0.671223 1.735566
C: -1.497493 1.794399 3.732201
C: -0.913899 2.368508 2.437934
C: 4.388889 -4.634179 5.137199
H: 7.650181 -0.426052 7.299324
H: 2.259247 -4.920431 4.933835
H: -5.575235 1.565671 3.199205
H: -7.858495 3.384096 -1.473244
H: 2.186876 -6.505950 -3.179256
H: -5.955557 -7.121218 -1.554165
C: 3.686171 -1.479312 -1.762555
C: -1.569869 1.030776 -4.081146
H: 1.298026 -5.569968 -5.325259
C: 2.394949 -5.469237 -3.460162
H: 5.574618 -2.761163 0.976289
H: -2.739000 -4.642618 -0.167653
H: -1.661635 2.608325 4.423634
C: 3.908778 2.706054 0.185119
H: 0.222471 -2.187935 -2.643828
O: 7.113204 1.234548 -0.940202
H: 3.629013 3.535387 0.827863
H: -0.755107 1.139014 4.174577
H: 1.675866 0.495721 -4.682869
O: 1.741732 0.524013 -0.356949
C: 2.413194 -0.772972 -2.212703
O: 0.802573 0.131850 -4.515318
C: -0.625759 -1.534585 -2.504817
H: -10.622210 4.276715 -0.502371
H: 4.258853 -1.564518 -2.684719
H: -1.581889 3.150590 2.104819
O: -5.556380 3.123519 -0.888092
C: 7.997656 0.599367 -0.015269
H: 1.553160 -3.928193 -4.710128
S: -2.692821 0.310807 -1.141313
C: 3.232449 2.828613 -1.168503
H: 8.270725 -0.392563 -0.391167
H: -0.984188 -1.366078 -3.514002
H: -6.495870 3.880907 -3.294059
H: 8.039395 -2.565097 8.529713
C: -0.078756 -0.204050 -1.916199
H: 1.218718 3.056768 -1.973049
H: 3.126672 -4.808604 3.404661
C: 3.180949 -5.203843 4.419872
H: -1.467301 0.960264 -5.155905
C: -3.202538 -2.536502 0.026418
C: 1.302647 -0.465474 -1.227072
H: -3.880460 2.991459 4.323329
H: -1.411935 2.820314 -1.599985
P: 0.108674 1.055265 -3.362462
H: 1.391241 2.058459 0.839915
H: -5.054303 4.781498 -3.790742
H: 4.984180 2.707396 0.043351
O: -6.869838 3.104681 2.774943
O: 2.478429 -4.659740 -2.288023
C: -5.852283 2.555412 3.587498
H: -4.894983 4.425058 4.084486
C: 4.541576 -2.471962 1.134478
C: 1.338456 -4.959341 -4.423234
H: -2.716760 -2.096305 -2.337577
H: 7.589357 1.356650 -1.767136
H: -6.536757 -7.169431 -3.217397
H: 3.529030 2.048215 -1.856020
C: -0.742335 4.280792 -0.210868
H: 1.622326 -4.686349 -1.848876
H: -2.207975 2.780176 -0.040503
H: 3.837660 -3.149978 0.665686
C: -5.417887 3.965494 -3.165937
H: 3.527751 -2.960786 5.642978
H: 0.349860 -4.978180 -3.954934
C: -0.430823 1.649884 -0.077415
H: -7.373106 -5.113967 -1.103457
H: 4.703327 0.274043 -0.973003
H: -2.165789 0.182027 -3.763319
H: -1.072227 5.628079 -1.840195
H: -5.527813 5.112090 -1.340240
C: -0.715912 1.276266 1.414209
H: 7.045566 -1.328496 5.909212
H: -7.657295 -7.483092 -1.887108
H: 4.452043 -5.026728 6.156663
C: -4.629174 3.449566 3.678218
C: -0.254098 5.047296 -1.432868
O: 4.333091 -3.204729 5.176275
C: 7.729228 -1.370494 6.760440
H: 5.082498 -0.447338 1.257764
C: 4.337397 -1.025259 0.712482
H: 3.375317 -0.655814 1.050215
H: 2.030648 -1.330057 -3.058396
C: -1.771283 -2.348680 -1.862078
C: 9.241447 1.425433 0.248325
H: 3.513045 -2.510539 -1.480054
C: 1.101909 1.790077 -0.165690
H: 7.458978 -3.477139 7.131477
N: -0.947042 0.347374 -0.817187
C: -5.069683 4.196286 -1.707291
H: 9.890716 0.934471 0.973463
H: 9.809282 1.573737 -0.672856
H: -10.282491 3.729916 -2.872800
H: -1.581693 0.622884 1.492555
H: 3.380682 -5.436435 -3.919584
H: -8.601440 4.949753 -1.835295
H: -4.972238 3.032082 -3.526177
H: -4.190597 3.611707 2.687547
O: -6.005889 -4.590282 -2.497480
Br: 1.084613 -2.041261 -0.007305
H: -3.959704 -1.887484 -0.414076
H: -2.401972 1.236680 3.521580
C: 1.712027 2.903100 -1.022402
H: -3.938317 -4.046404 -1.291596
H: 8.969438 2.408724 0.631982
H: 4.611591 4.500053 -1.380467
Cl: 0.990674 6.223970 -1.004967
H: 2.949208 4.933213 -1.751950
H: -2.100070 1.938400 -3.820206
H: -9.167608 4.226857 0.505882
H: 3.681195 1.769135 0.679790
H: -5.775849 -4.814102 -3.404391
H: 0.008175 4.294343 0.569346
O: -1.915731 -2.174187 -0.464127
H: 0.092350 4.395057 -2.224884
C: -3.584501 -3.970490 -0.270674
O: -9.441681 3.286001 -2.729756
H: 4.370549 -2.519428 2.207242
H: -6.286345 2.416680 4.576292
H: -0.867167 -0.410320 -0.110310
H: -1.595366 -3.393495 -2.106089
C: 3.695362 4.148316 -1.835352
C: -1.245744 2.864619 -0.526503
H: 3.223692 -6.292338 4.371184
C: 7.369303 -2.528475 7.672558

Cartesian forces, eV/Å:
-0.071 -0.063 -0.136
-0.046 0.004 0.056
0.579 0.249 0.100
-0.112 -0.092 -0.032
-0.296 0.076 -0.093
-0.038 -0.187 0.046
-0.119 -0.418 0.130
0.019 -0.028 0.018
-0.113 -0.064 0.215
0.003 -0.014 -0.004
0.048 -0.052 -0.135
0.010 -0.032 -0.049
0.084 -0.017 -0.246
0.199 0.232 0.086
-0.048 -0.009 -0.003
-0.006 0.119 0.013
-0.209 0.031 0.163
-0.151 0.026 0.060
0.070 0.300 0.030
0.249 -0.002 -0.100
0.010 0.019 -0.037
0.199 0.215 0.213
0.110 0.055 0.007
0.055 0.099 -0.001
0.088 -0.258 0.107
0.819 0.089 -0.431
-0.498 -0.117 0.554
-0.271 0.062 0.092
0.033 0.002 0.019
0.000 -0.059 0.051
0.063 -0.015 0.144
-0.034 -0.028 -0.004
0.047 -0.027 -0.054
-0.017 -0.008 0.035
0.398 0.284 -0.093
-0.215 -0.305 0.348
-0.013 -0.013 -0.003
-0.167 0.013 0.068
0.100 -0.308 -0.281
0.131 -0.115 0.307
-0.263 0.054 0.208
0.211 -0.538 -0.247
0.271 -0.120 0.163
0.013 0.052 0.070
-0.051 0.189 0.134
-0.004 -0.284 0.151
0.267 -0.182 -0.197
-0.244 0.105 -0.116
0.108 -0.240 -0.180
0.031 -0.225 -0.035
-0.299 -0.113 0.077
0.048 0.037 0.064
0.076 -0.039 -0.226
-0.029 0.239 -0.303
0.182 0.314 0.215
0.073 0.025 -0.139
0.026 -0.006 -0.032
-0.646 -0.327 0.588
-0.084 1.009 -0.224
-0.008 -0.032 0.072
0.048 0.129 -0.211
-0.017 0.026 -0.013
-0.004 -0.022 0.035
0.335 -0.478 -0.561
0.246 -0.377 -0.124
0.034 -0.031 -0.025
-0.012 0.041 -0.080
0.156 0.204 -0.252
-0.249 -0.590 0.070
0.253 0.230 0.188
0.006 0.068 0.016
-0.027 -0.068 -0.273
-0.156 0.670 0.137
0.153 -0.099 0.170
0.025 0.001 -0.016
0.236 0.120 0.057
-0.006 0.136 -0.256
-0.018 0.082 -0.106
0.120 -0.102 -0.106
-0.016 -0.007 0.020
-0.286 0.500 0.565
0.026 0.094 0.066
-0.151 0.147 -0.137
0.023 0.034 -0.010
-0.056 -0.017 -0.015
0.063 -0.588 0.172
0.050 0.107 0.199
0.019 -0.009 0.092
-0.406 -0.192 -0.093
0.089 -0.259 -0.245
0.005 -0.005 0.036
-0.043 0.019 -0.026
-0.012 -0.058 -0.019
-0.307 -0.117 1.089
0.005 0.049 0.016
-0.120 0.319 -0.101
-0.120 -0.073 -0.090
-0.161 0.107 -0.136
-0.048 -0.056 0.117
0.323 -0.132 -0.329
0.025 -0.039 -0.028
-0.018 -0.001 -0.010
0.062 -0.057 -0.026
-0.064 0.029 -0.019
-0.680 0.179 -0.145
0.201 -0.001 0.076
-0.070 0.047 0.036
0.046 0.241 0.131
0.420 0.059 0.075
-0.236 0.037 -0.097
-0.244 -0.260 -0.029
-0.057 -0.108 -0.015
-0.075 0.078 -0.037
-0.325 -0.158 0.141
0.347 0.040 -0.952
0.075 -0.010 0.024
0.323 0.810 -0.224
0.025 -0.385 -0.190
0.007 -0.018 -0.004
0.036 -0.046 0.007
-0.043 -0.013 -0.026
-0.428 0.052 -0.137
0.041 0.004 0.025
0.063 -0.011 0.100
0.044 0.035 -0.023
0.018 -0.052 0.012
-0.011 -0.009 0.026
-0.138 -0.204 0.122
-0.132 0.218 -0.020
-0.283 0.002 0.076
0.180 -0.102 0.297
-0.138 -0.172 -0.182
-0.004 -0.005 0.037
0.259 0.112 0.030
0.009 0.419 0.052
0.120 0.009 0.100
-0.132 0.292 -0.104
0.044 0.079 0.095
-0.169 -0.175 0.214
-0.019 -0.003 -0.031
0.112 -0.075 0.039
0.149 0.262 0.065
0.208 0.153 -0.007
0.192 0.113 -0.536
0.217 -0.030 0.025
-0.026 -0.223 0.214
-0.048 -0.024 -0.001
-0.258 -0.049 -0.036
0.122 -0.249 0.096
-0.203 -0.269 -0.140
0.001 0.119 -0.017
0.003 -0.004 0.019
-0.113 0.001 -0.117

DFT (ωB97M-V with the def2-TZVPD basis set) results for a 2-piece molecular cluster, C9H12N2O3S overall at a distorted geometry.

Properties
- 2S+1 = 3
- ΔE to the lowest compared entry with this formula, charge and spin (eV) = 7.457
- energy (hartree) = -1083.2030
- net charge = 0
- E_HOMO (alpha / beta) (hartree) = -0.220 / -0.348

Positions of all 27 atoms, in Å:
C: 0.988673 -0.419892 -0.930679
O: -1.866003 2.814023 -1.716899
N: -1.974275 1.589381 -1.679054
H: -2.656533 -0.916699 -1.496391
H: -1.870933 1.571340 2.843228
H: -3.267715 -2.017495 0.923343
O: 0.133810 -1.074026 1.376280
H: 0.779631 1.551113 -1.562667
C: -2.558774 -0.421350 -0.410813
S: 0.884379 0.018290 0.828907
C: -2.158017 0.917906 -0.401949
C: -1.896978 1.571660 0.786930
C: -2.662688 -0.332966 1.930105
H: 3.170019 0.497339 -1.564244
H: -1.530365 2.505754 0.797094
O: -2.004849 0.947225 -2.707974
C: 0.872583 0.598063 -1.994005
H: 2.458278 -0.712837 -2.421368
C: 2.173633 -0.033981 -1.752339
H: 2.705900 0.373728 1.946734
H: -2.958757 -1.060048 2.700364
C: -2.154025 0.943420 1.982043
H: 0.322949 0.240321 -2.913064
N: 2.574546 -0.340567 1.167743
C: -2.852770 -1.041163 0.755583
H: 2.677996 -1.259635 1.652048
H: 0.514965 -1.464949 -0.965208

Cartesian forces, eV/Å:
-0.152 -1.934 1.426
0.365 1.482 1.179
-0.720 -0.372 2.349
0.155 1.133 2.787
-0.500 -1.027 -0.034
0.088 -0.391 -0.836
-2.033 -1.841 1.442
-0.521 1.465 -0.269
-1.319 -4.267 -3.204
3.046 0.580 -1.818
0.604 1.465 -4.126
-0.880 -1.624 3.367
-1.157 -2.879 2.737
-2.011 -0.292 0.966
1.246 3.177 -0.199
-0.197 -2.088 -1.511
-0.917 -1.248 -1.767
0.599 -3.048 -2.756
1.585 2.367 1.514
0.453 -1.222 -1.116
0.526 1.501 0.898
1.409 3.458 -0.941
0.439 1.194 1.240
-0.521 1.651 2.236
0.060 0.480 -2.553
-0.508 0.675 -0.688
0.863 1.602 -0.323

DFT (ωB97M-V with the def2-TZVPD basis set) results for a 2-piece molecular cluster, C4H12O2 overall at a distorted geometry.

Properties
- 2S+1 = 1
- ΔE to the lowest compared entry with this formula, charge and spin (eV) = 0.967
- energy (hartree) = -310.0374
- structure (SMILES) = CCO.CCO
- net charge = 0
- E_HOMO (hartree) = -0.354

Positions of all 18 atoms, in Å:
C: 1.312390 -1.912895 0.250255
H: -2.861443 1.404688 0.476635
H: -1.769411 2.496182 -0.335100
H: 0.175786 1.717511 0.849766
O: -1.450268 0.524275 -0.838343
H: 2.145449 -2.352455 0.825361
O: 0.803942 -0.815752 -1.768293
H: -2.200571 0.053491 -1.162953
H: 0.582963 -1.535428 0.978208
H: 0.344006 0.019310 -1.863594
C: 1.808559 -0.951571 -0.768306
H: -0.849528 0.421835 1.752071
H: -0.969522 2.048862 2.082634
H: 0.710952 -2.720980 -0.161784
H: 2.705356 -1.326728 -1.288586
H: 2.119062 0.042068 -0.412977
C: -1.833963 1.511004 0.139787
C: -0.773755 1.376582 1.245219

Cartesian forces, eV/Å:
-0.154 -0.815 1.740
-0.057 -0.366 0.169
0.028 -0.014 0.111
0.386 -0.746 -0.005
0.218 0.741 0.380
-0.290 0.093 -0.157
0.135 -0.665 -0.961
-0.779 -0.406 -0.315
0.400 0.656 -0.088
0.207 0.235 0.775
-0.173 0.946 -1.345
0.619 -0.501 -0.561
-0.247 0.471 -0.135
0.493 -0.179 -0.677
-0.248 -0.192 0.240
-0.258 -0.271 0.443
1.133 -0.145 -0.110
-1.413 1.156 0.496

DFT (ωB97M-V with the def2-TZVPD basis set) results for C11H27As3MoS3Sb as an isolated structure.

Properties
- 2S+1 = 2
- energy (hartree) = -8644.0595
- net charge = +4
- E_HOMO (alpha / beta) (hartree) = -0.764 / -0.816

Positions of all 46 atoms, in Å:
H: 2.253808 1.805620 -3.926467
C: 0.942207 1.135408 -0.873016
H: 3.436198 3.546223 -0.135481
H: 0.577199 0.338547 -1.523876
H: -0.678861 1.109559 2.212916
H: 0.457329 -4.531357 1.400249
H: -2.578056 1.575866 -1.496265
H: 2.621108 0.084899 -3.572002
As: 0.086722 -2.171188 0.594501
C: 3.330912 3.346727 -1.197988
H: 0.397404 2.051086 -1.126233
C: 0.937941 -3.577049 1.610867
H: 3.938291 1.278460 -3.694013
H: 0.876545 -3.350482 2.674008
C: 0.366820 -2.640285 -1.264795
H: 0.061085 -3.676314 -1.407465
S: -4.921550 -1.608443 1.200081
H: -1.980672 -0.056254 -1.905708
C: -0.655701 1.167707 1.120722
H: 1.519661 1.668530 2.517312
C: -3.583535 1.317753 1.563290
C: 2.906318 1.116713 -3.382671
H: -3.690082 0.194398 -1.487960
As: -2.302255 0.239936 0.599109
S: -3.149637 -3.826608 -0.355489
H: -4.580562 1.187247 1.147378
H: 4.288866 3.479286 -1.700774
C: 0.770150 0.831000 0.636247
H: -0.890914 2.206430 0.869881
Sb: -5.030718 -3.885082 1.597827
H: -3.286268 2.360102 1.443959
H: 2.582272 4.006204 -1.645640
H: 1.433626 -2.559434 -1.477299
H: 2.152726 -0.861343 0.642233
H: -0.201293 -1.998303 -1.935293
Mo: -2.520288 -2.397185 1.084092
S: -2.751821 -3.251700 3.003648
H: -3.580847 1.058102 2.620548
C: 1.688774 1.769190 1.445267
H: 1.250119 -0.650056 2.126926
H: 1.984226 -3.626659 1.303873
As: 2.773855 1.533936 -1.513472
C: -2.667970 0.510299 -1.280511
C: 1.165400 -0.600743 1.038290
H: 2.742400 1.536395 1.268491
H: 1.509072 2.812863 1.180698

Cartesian forces, eV/Å:
-0.008 -0.006 -0.001
0.032 -0.001 0.091
0.008 0.007 -0.006
-0.020 -0.008 -0.014
0.003 0.011 0.007
-0.004 0.006 -0.006
0.014 0.003 0.026
-0.009 -0.001 -0.002
0.041 0.004 -0.132
0.000 0.007 0.010
-0.026 -0.017 -0.017
-0.031 -0.066 0.068
0.002 0.003 0.015
0.010 -0.007 0.004
-0.038 0.024 -0.029
-0.003 0.000 0.005
0.035 -0.079 -0.007
-0.002 0.015 -0.017
0.042 -0.067 -0.034
-0.002 -0.006 0.002
-0.054 -0.003 0.032
0.007 0.002 -0.016
0.000 -0.005 0.011
0.006 0.082 -0.015
0.029 0.010 0.061
0.013 0.006 -0.011
-0.003 0.003 -0.008
-0.046 0.030 0.069
-0.010 0.005 0.003
0.053 0.075 -0.003
0.012 0.004 -0.013
0.006 0.005 -0.004
0.003 0.017 0.020
-0.001 -0.017 0.001
0.014 -0.006 -0.011
-0.041 -0.043 0.020
-0.011 0.026 -0.028
0.001 0.006 0.003
0.011 0.007 0.012
0.010 -0.008 0.007
-0.004 0.027 -0.021
0.022 -0.025 -0.046
0.012 -0.050 -0.028
-0.071 0.034 -0.015
-0.002 -0.003 0.012
-0.003 -0.002 0.008